8
Properties=species:S:1:pos:R:3:nbo_charge:R:1 method="wB97M-V/def2-TZVPD" smiles="N#CN1CC1=O" e_lumo_ev=0.462
N 2.12722 1.80089 0.32227 -0.31
C 1.41198 0.91006 0.29479 0.41
N 0.56162 -0.15741 0.06172 -0.48
C -0.89157 -0.38397 0.46007 -0.30
C -0.29363 -0.51368 -0.89778 0.69
O -0.21186 -0.65270 -2.08640 -0.49
H -1.65407 0.36928 0.83332 0.24
H -1.04969 -1.37247 1.01201 0.23

10
Properties=species:S:1:pos:R:3:nbo_charge:R:1 method="wB97M-V/def2-TZVPD" e_lumo_ev="-0.577 / -0.578"
O 0.84415 0.70978 -0.80974 -0.73
O -0.21611 -1.87707 1.41080 -0.76
C -1.08003 -1.01626 1.05895 0.35
C -1.06788 -0.15926 -0.05876 -0.76
O 2.40410 2.54446 -1.74232 -0.47
C 1.87514 1.61089 -1.34084 0.89
K 1.93110 -1.27098 0.44969 0.93
H -1.89465 -0.81122 1.78956 0.10
H -1.31875 0.87655 0.22625 0.21
H -1.47708 -0.60689 -0.98360 0.23

Table of max |F| (eV/Å), in record order: 3.7 6.3
Table of ΔE to the lowest compared entry with this formula, charge and spin (kJ/mol), in record order: 165.8 365.5
Table of E (Ha), in record order: -300.168256 -941.636942